(1)
Density functional theory data (ωB97M-V/def2-TZVPD) for C40H36As2N5O8RhS as an isolated structure in a non-equilibrium geometry.

Positions of all 93 atoms, in Å:
N (-0.658, 0.364, 2.457)
Rh (0.334, 0.021, 0.498)
O (1.939, -1.203, 1.987)
C (4.609, 3.990, 2.920)
C (-2.424, 2.532, -1.637)
C (2.263, -0.857, 6.654)
H (0.267, 3.238, 0.109)
H (-3.311, 2.700, -2.226)
H (-1.335, -1.594, 2.482)
C (1.617, -3.492, 6.921)
C (2.648, -0.048, 1.908)
H (-4.913, 0.774, -1.042)
H (-0.086, 2.344, 2.621)
H (6.970, 3.253, -0.664)
H (-1.200, -1.807, 4.950)
C (-0.572, 2.813, -0.425)
H (2.682, 2.418, -3.446)
N (-0.895, -1.427, -0.379)
C (-5.878, -0.075, -4.173)
As (3.686, 2.786, -1.135)
C (-3.518, -0.426, -3.891)
H (2.554, 0.180, 6.555)
H (3.726, 4.469, 3.335)
H (8.281, 2.108, -1.011)
H (5.328, 4.727, 2.579)
C (0.599, -2.548, 7.037)
O (6.809, 2.152, -2.408)
H (4.250, -1.656, 6.387)
C (3.203, -1.878, 6.561)
C (2.213, -2.058, 3.123)
C (-2.333, -2.505, -1.766)
C (7.206, 2.256, -1.034)
H (1.655, -1.722, 3.996)
H (8.189, -1.818, -2.936)
H (0.050, 2.305, 5.094)
H (-6.932, 0.679, -2.461)
C (2.417, 0.619, 0.570)
C (4.403, -0.109, -1.492)
H (7.046, -3.007, -2.238)
H (1.707, -1.496, -2.990)
C (-5.973, 0.378, -2.859)
C (-0.510, 0.225, 5.211)
H (-1.604, -4.525, -1.234)
C (0.942, -1.215, 6.885)
H (2.248, 0.185, -3.077)
H (6.719, 1.502, -0.415)
H (3.276, -2.038, 3.349)
O (4.565, -2.322, -2.176)
C (1.744, -0.547, -2.453)
C (2.257, 2.751, -2.499)
As (2.755, -0.942, -0.798)
H (1.907, 3.774, -2.625)
N (2.877, -3.157, 6.679)
O (2.119, 2.955, 2.436)
C (-0.686, -2.749, -0.284)
H (-0.416, -2.854, 7.253)
H (0.048, -3.164, 0.393)
C (-0.995, -0.769, 3.098)
C (-0.250, 1.420, 4.551)
O (5.327, 1.486, -3.913)
H (6.796, -2.403, -3.890)
H (1.412, -4.551, 7.028)
C (-2.413, 0.019, -1.694)
N (-7.988, -0.220, -5.652)
C (-7.050, -0.151, -4.992)
O (4.256, 3.202, 1.763)
H (0.723, -0.233, -2.236)
C (-1.901, -1.227, -1.320)
C (-3.610, 0.019, -2.574)
C (-0.324, 1.445, 3.171)
C (-1.899, 1.266, -1.303)
O (6.402, -1.032, -2.370)
H (-4.575, -0.805, -5.717)
C (7.158, -2.149, -2.896)
O (3.415, 0.304, 2.753)
C (-1.553, -3.454, -1.128)
H (1.905, -3.058, 2.834)
C (2.845, 1.906, 0.425)
H (-3.123, -2.688, -2.474)
C (3.026, 2.729, 1.678)
C (5.154, -1.265, -2.050)
H (1.423, 2.117, -2.210)
C (5.669, 1.594, -2.767)
N (-0.730, 1.481, -0.570)
C (-4.644, -0.466, -4.693)
C (-1.595, 3.501, -1.067)
C (-0.936, -0.877, 4.468)
C (4.658, 1.164, -1.719)
H (-1.701, 4.572, -1.119)
H (5.063, 3.339, 3.664)
H (-2.559, -0.725, -4.295)
S (-0.276, 0.107, 6.968)
C (-4.840, 0.433, -2.067)

The value obtained for the energy above the lowest of the compared OMol25 structures with the same formula, charge and spin is 171.5 kJ/mol. The LUMO energy (spin up / spin down) is -7.210 / -9.477 eV. The value obtained for the maximum force is 2.687 eV/A. The calculation puts the orbital gap (spin up / spin down) at 6.6 / 4.4 eV. The expectation value of S² is 6.065. The spin multiplicity is 5. Its net charge is +2.

=====

(2)
Density functional theory data (ωB97M-V/def2-TZVPD) for C24H64BrO26S8V as an isolated structure in a non-equilibrium geometry.

Positions of all 124 atoms, in Å:
O (-3.650, 4.328, 3.261)
C (-0.862, 3.874, 4.629)
H (3.434, 4.662, 1.102)
O (-0.785, 6.181, -1.646)
H (-4.790, 1.457, 0.588)
H (2.993, -2.422, 5.460)
H (0.576, -1.889, -3.797)
C (2.936, -3.800, 3.719)
S (-0.435, 4.969, -0.855)
C (-0.958, -5.390, 3.622)
O (0.253, 5.473, 0.582)
C (-0.720, -1.106, 5.034)
H (3.999, 0.774, -6.554)
H (1.994, -6.581, -4.039)
H (1.338, 3.399, 4.745)
H (1.990, -7.227, -2.408)
H (4.878, -3.099, 1.294)
C (4.528, 0.991, -2.516)
O (-1.976, -2.972, -2.155)
S (2.782, -2.709, -3.329)
O (2.999, -4.329, -3.633)
H (5.296, 1.758, -2.419)
H (-3.070, 0.588, -3.342)
O (-0.645, -3.130, 3.199)
H (0.219, -1.569, 5.337)
S (-2.211, -2.369, -0.878)
H (2.580, -4.826, 3.628)
C (2.668, -3.431, 5.206)
C (-2.015, 4.327, -0.096)
H (-0.712, 4.227, 3.609)
O (-3.516, -1.308, -1.013)
O (-3.001, 2.594, -3.167)
H (-3.840, -4.063, -0.464)
C (-2.471, 1.401, -3.753)
O (-1.186, -1.657, -0.156)
H (-3.792, 3.323, -5.787)
S (-3.100, 2.996, 3.565)
O (3.512, 3.654, -6.609)
V (0.643, 0.039, 0.571)
O (-0.490, 1.214, 0.763)
H (4.197, 0.663, -1.531)
O (-5.211, 1.784, -4.059)
C (0.369, 3.100, 5.145)
H (-3.306, 4.643, -4.756)
H (-1.360, -5.445, 2.611)
C (2.702, 5.271, 0.572)
H (0.580, -3.695, -3.495)
C (-4.151, 4.005, -5.017)
H (1.815, -4.875, -2.143)
C (0.961, -2.717, -3.202)
C (-4.336, 1.990, 4.476)
H (-1.000, 1.266, -2.252)
O (0.961, -0.105, -1.021)
C (2.553, -6.605, -3.104)
H (4.019, -3.789, 3.590)
H (-5.205, 2.647, 4.451)
H (1.292, 4.782, 2.229)
H (-0.582, 0.463, -3.839)
S (-1.068, -1.506, 3.251)
H (-4.068, 1.883, 5.527)
O (3.341, -2.394, -2.018)
H (0.279, 2.018, 5.055)
C (-4.411, 0.946, -0.297)
O (-0.137, -0.777, 2.362)
H (-3.549, -3.090, 1.059)
H (2.718, 2.257, -2.838)
H (1.246, 3.666, 0.917)
H (-0.685, -3.928, 5.137)
C (-3.963, -0.512, 0.069)
O (-1.991, 2.985, 4.758)
H (-1.666, 3.349, 0.235)
O (-2.523, -1.419, 3.108)
O (-2.522, 2.274, 2.458)
H (-1.469, -1.554, 5.687)
H (-2.776, 4.172, -0.860)
H (2.951, 6.300, 0.829)
H (0.488, 3.343, 6.201)
C (2.782, -5.227, -2.502)
S (2.881, 2.662, -5.738)
H (4.113, -1.610, 1.999)
H (-1.459, -6.125, 4.253)
H (-4.349, 1.010, 3.998)
H (4.950, 0.099, -2.979)
H (-0.581, 2.182, -3.673)
H (1.658, -3.669, 5.541)
H (-0.700, -0.030, 5.208)
H (-1.117, 4.802, 5.141)
C (-1.098, 1.282, -3.338)
S (-4.558, 3.022, -3.540)
C (-3.111, -3.651, 0.234)
H (4.226, -1.850, 0.232)
C (4.097, -2.345, 1.194)
H (2.611, 1.309, -7.655)
H (-3.566, 1.538, -0.648)
H (-2.510, 1.330, -4.840)
O (2.354, -4.476, 0.893)
C (2.944, 1.030, -6.655)
H (3.551, -5.253, -1.730)
H (3.311, -4.016, 5.862)
C (1.355, 4.727, 1.142)
H (0.066, -5.696, 3.412)
O (1.547, 2.906, -5.229)
H (2.748, 5.120, -0.507)
H (3.514, -7.107, -3.221)
H (-2.282, 5.014, 0.707)
C (-1.169, -3.997, 4.163)
O (-5.100, 3.866, -2.462)
C (3.341, 1.557, -3.394)
H (-2.282, -4.321, 0.460)
H (2.604, 0.811, -3.690)
H (0.685, -2.534, -2.164)
O (0.396, 3.935, -1.477)
H (-2.233, -3.851, 4.348)
O (1.571, -2.059, 0.672)
H (-4.972, 4.617, -5.390)
H (-3.170, -0.434, 0.813)
O (2.192, -2.970, 2.926)
O (3.923, 2.282, -4.473)
H (2.327, 0.313, -6.114)
Br (3.054, 1.122, 1.421)
O (3.168, -1.907, -4.507)
H (-5.164, 0.888, -1.083)
S (2.417, -3.050, 1.327)
H (-4.858, -0.987, 0.471)

The value obtained for the energy above the lowest of the compared OMol25 structures with the same formula, charge and spin is 378.2 kJ/mol. The LUMO energy is -0.599 eV. The value obtained for the maximum force is 4.208 eV/A. The calculation puts the orbital gap at 8.6 eV. The spin multiplicity is 1. Its net charge is 0.

=====

(3)
Density functional theory data (ωB97M-V/def2-TZVPD) for an isolated ion of composition C8H14 and charge -1 in a non-equilibrium geometry.

Positions of all 22 atoms, in Å:
C (1.233, 1.259, -1.025)
H (2.993, 4.087, -1.268)
C (-0.121, -1.530, 1.314)
C (0.313, 0.498, -0.283)
H (1.578, -1.280, 0.122)
H (0.821, 3.055, -0.159)
H (2.826, 2.809, -2.531)
H (-0.084, -0.724, 2.056)
C (-1.539, -2.059, 1.162)
H (-0.324, 1.107, 0.373)
H (-1.624, -3.072, 0.741)
H (1.779, 0.724, -1.817)
C (0.537, -0.956, -0.008)
H (-2.461, -0.055, 0.709)
H (0.588, -2.323, 1.559)
H (-0.021, -1.525, -0.790)
C (2.332, 3.377, -1.743)
H (-3.497, -1.544, 0.611)
H (-2.271, -1.177, -0.619)
C (1.385, 2.670, -1.020)
H (-1.924, -2.239, 2.180)
C (-2.517, -1.104, 0.436)

The value obtained for the energy above the lowest of the compared OMol25 structures with the same formula, charge and spin is 74.8 kJ/mol. The LUMO energy (spin up / spin down) is 3.694 / 3.680 eV. The value obtained for the maximum force is 2.084 eV/A. The calculation puts the orbital gap (spin up / spin down) at 3.8 / 6.0 eV. The expectation value of S² is 0.776. The spin multiplicity is 2. Its net charge is -1.

=====

(4)
Density functional theory data (ωB97M-V/def2-TZVPD) for C4H7NOS as an isolated structure in a non-equilibrium geometry.

Positions of all 14 atoms, in Å:
H (1.561, -1.530, 0.012)
C (-2.402, 0.036, 0.809)
S (0.460, 0.658, 0.071)
C (1.630, -0.715, 0.638)
N (-1.814, 0.483, -0.113)
H (0.377, -0.483, -2.131)
C (0.549, 0.498, -1.805)
H (1.014, -0.987, 1.483)
H (1.591, 0.611, -2.182)
H (-0.240, 1.202, -2.212)
O (1.059, 1.950, 0.347)
C (-2.970, -0.359, 1.869)
H (-3.523, -0.938, 2.453)
H (2.709, -0.425, 0.760)

The value obtained for the energy above the lowest of the compared OMol25 structures with the same formula, charge and spin is 689.7 kJ/mol. The LUMO energy (spin up / spin down) is -1.691 / -1.584 eV. The value obtained for the maximum force is 3.617 eV/A. The calculation puts the orbital gap (spin up / spin down) at 6.7 / 6.6 eV. The spin multiplicity is 1. Its net charge is 0.

=====

Q: What is the maximum force in the second record?
A: 4.208 eV/A

=====

Q: Among the records above, which one has the lowest net charge?
A: C8H14